Here is the molecule C22H20BrN3O3 from the OMol25 dataset. Energies are from ωB97M-V/def2-TZVPD.

The geometry in XYZ format:
```
49
Properties=species:S:1:pos:R:3:forces:R:3:lowdin_charge:R:1
O -1.503 -2.542 5.368 -0.0275 0.0225 0.0726 0.06
C -0.951 -2.080 4.392 -0.1398 0.0377 0.1132 -0.49
N -1.071 -2.660 3.170 -0.3392 -0.4717 -0.0956 0.14
C -0.457 -2.309 1.957 0.2125 0.0772 -0.4667 -0.26
C 0.859 -1.865 1.890 -0.1459 -0.1575 -0.0467 -0.01
C 1.419 -1.516 0.680 -0.0729 0.0797 -0.0950 -0.01
C 0.695 -1.605 -0.517 -0.1050 -0.2047 0.2973 -0.23
C -0.614 -2.096 -0.440 0.1243 0.0163 -0.1947 -0.02
C -1.173 -2.442 0.773 0.1216 0.0637 0.3468 -0.02
H -2.189 -2.810 0.803 -0.1206 0.0014 0.0108 0.11
H -1.220 -2.201 -1.325 -0.0315 0.0123 -0.1069 0.10
N 1.305 -1.266 -1.706 0.0604 0.0985 -0.2453 -0.10
C 0.682 -1.493 -2.983 -0.1396 0.1590 -0.0694 -0.14
C -0.125 -0.264 -3.428 -0.3202 -0.4631 -0.1088 -0.11
N 0.665 0.927 -3.190 0.1407 -0.0399 0.0769 -0.03
C 0.177 2.188 -3.068 0.3300 -0.2357 -0.0401 -0.39
O 0.892 3.123 -2.735 -0.2149 0.2161 0.0360 0.06
C -1.240 2.441 -3.371 -0.3690 1.2638 0.3269 -0.17
C -1.906 3.624 -3.164 0.5544 -0.6904 -0.0255 0.01
C -3.216 3.436 -3.651 -0.1273 -0.4992 -0.2209 -0.05
C -3.255 2.160 -4.126 -0.4520 0.6375 0.0857 -0.10
O -2.074 1.549 -3.962 0.1912 -0.3363 -0.1258 0.02
H -4.038 1.590 -4.587 -0.0271 -0.1553 -0.0634 0.12
H -4.014 4.149 -3.652 -0.2120 0.0938 -0.0333 0.10
H -1.489 4.503 -2.719 0.1664 0.1433 0.0840 0.12
C 2.075 0.705 -2.956 0.2902 0.1123 0.1138 -0.12
C 2.283 -0.190 -1.727 0.2387 0.0874 -0.0604 -0.13
H 2.164 0.417 -0.825 0.0285 -0.0327 -0.0632 0.12
H 3.304 -0.594 -1.744 0.0122 0.1484 0.0571 0.13
H 2.522 0.257 -3.849 0.0118 0.0493 0.0634 0.13
H 2.534 1.681 -2.787 0.0133 -0.2179 -0.0635 0.12
H -1.047 -0.209 -2.842 0.1132 -0.0792 -0.1101 0.12
H -0.393 -0.350 -4.488 -0.0434 -0.0770 0.1162 0.13
H 1.472 -1.708 -3.710 -0.1281 -0.0624 -0.0007 0.12
H 0.038 -2.370 -2.937 0.0520 0.0409 -0.0784 0.12
H 2.450 -1.201 0.660 0.1200 0.0247 -0.0192 0.11
H 1.460 -1.812 2.783 0.0681 -0.0109 0.0766 0.12
H -1.726 -3.432 3.138 0.1151 0.1147 0.1546 0.16
C -0.172 -0.802 4.450 0.0285 0.2099 0.3864 -0.21
C 0.890 -0.639 5.331 -0.0123 -0.2195 0.0009 -0.61
C 1.545 0.577 5.445 0.0236 -0.1112 0.0520 -0.12
C 1.125 1.651 4.681 -0.0124 -0.0045 -0.0378 -0.07
C 0.062 1.507 3.803 -0.0590 0.0305 -0.0292 -0.07
C -0.583 0.289 3.691 0.0453 -0.0096 0.1107 -0.03
H -1.417 0.175 3.014 -0.0577 -0.0213 -0.0895 0.13
H -0.266 2.345 3.207 -0.0368 0.0766 -0.0494 0.11
H 1.631 2.600 4.771 0.0474 0.0861 0.0061 0.11
H 2.373 0.676 6.130 0.0555 -0.0039 0.0414 0.10
Br 1.519 -2.116 6.352 0.0294 0.2004 -0.0900 0.79
```
Forces are in eV/Å.

## Properties
HOMO (eV): -7.6
Frontier orbital gap (eV): 8.10
Relative energy (zero: lowest compared OMol25 entry of this formula, charge and spin) (kJ/mol): 68.4
Net charge: 0
SMILES string: O=C(Nc1ccc(N2CCN(C(=O)c3ccco3)CC2)cc1)c1ccccc1Br

---

Here is the molecule C5H10O from the OMol25 dataset. Energies are from ωB97M-V/def2-TZVPD.

The geometry in XYZ format:
```
16
Properties=species:S:1:pos:R:3:forces:R:3:lowdin_charge:R:1
C 1.654 -0.157 0.207 0.0605 -0.0173 0.0129 -0.07
C 0.269 0.346 -0.205 0.0110 -0.0075 0.0520 -0.40
C 0.226 0.756 -1.679 -0.0047 0.0427 -0.0489 -0.07
C -0.752 -0.726 0.104 0.2490 -0.0459 -0.0671 -0.31
C -1.383 -0.819 1.419 0.0790 -0.0981 0.2733 -0.12
O -2.099 -0.324 0.294 -0.2035 0.1106 -0.0918 -0.03
H 1.719 -0.292 1.292 -0.0081 -0.0154 -0.1631 0.08
H 2.429 0.554 -0.097 -0.0877 -0.1004 0.0624 0.08
H 1.877 -1.121 -0.267 -0.0068 0.1365 0.0324 0.08
H 0.011 1.218 0.412 0.0412 -0.0944 -0.0884 0.14
H 1.098 1.367 -1.944 -0.1557 -0.0717 0.0917 0.08
H -0.671 1.341 -1.898 0.0571 -0.1439 -0.0016 0.08
H 0.231 -0.122 -2.336 0.0123 0.0815 0.0989 0.08
H -0.642 -1.651 -0.472 -0.0192 0.1656 0.0772 0.15
H -1.716 -1.782 1.805 0.0223 0.1469 -0.0998 0.11
H -1.137 -0.075 2.178 -0.0468 -0.0892 -0.1401 0.12
```
Forces are in eV/Å.

## Properties
HOMO (eV): -10.2
Frontier orbital gap (eV): 11.33
Relative energy (zero: lowest compared OMol25 entry of this formula, charge and spin) (kJ/mol): 117.3
Net charge: 0
SMILES string: CC(C)[C@H]1CO1

---

- Among the records above, which one has the lowest frontier orbital gap?
  C22H20BrN3O3

---

- Which value of net charge does entry 2 give?
  0

---

- Number 2 is which compound?
  C5H10O